# 1
Entry from the OMol25 dataset: 2 unconnected molecules or ions with the total composition C6H12O (wB97M-V/def2-TZVPD).

XYZ file:
```
19
Properties=species:S:1:pos:R:3:lowdin_charge:R:1
C 0.92 0.07 -1.59 -0.002
C 1.22 0.18 -0.24 -0.151
C 1.01 -0.70 0.88 -0.327
C 1.68 -0.40 2.25 -0.048
C -0.07 -1.50 0.82 -0.149
C -1.06 -1.66 1.89 -0.104
H 0.30 -0.74 -2.00 0.045
H 0.97 1.02 -2.20 0.057
H 1.90 0.92 0.10 0.076
H 2.31 0.46 2.00 0.053
H 0.94 0.06 2.97 0.088
H 2.25 -1.24 2.73 0.096
H 0.07 -2.19 -0.01 0.119
H -1.96 -2.09 1.42 0.079
H -0.74 -2.26 2.77 0.085
H -1.38 -0.71 2.35 0.084
O -2.84 3.90 -4.96 -0.094
H -1.98 3.49 -4.75 0.040
H -3.53 3.41 -4.44 0.054
```

As for the net charge: 0. Its SMILES is C=C/C(C)=C/C.O. Its energy above the lowest of the compared OMol25 structures with the same formula, charge and spin is 82.41 kcal per mole. As for the frontier orbital gap: 7.945 eV. The value obtained for the largest force on an atom is 0.0748 Eh/bohr.


# 2
Entry from the OMol25 dataset: 5 unconnected molecules or ions with the total composition C39H75Br3FN2O20PS4 (wB97M-V/def2-TZVPD).

XYZ file:
```
145
Properties=species:S:1:pos:R:3:lowdin_charge:R:1
C 1.43 -0.99 4.81 -0.143
N 2.14 -1.97 3.85 -0.117
C 1.32 -3.22 3.75 -0.166
C 1.76 -4.31 2.61 -0.342
C 1.30 -5.81 3.06 -0.028
C -0.39 -5.78 3.62 -0.114
C -1.26 -7.23 3.29 -0.091
O -0.73 -6.75 4.78 -0.195
O 1.55 -3.94 1.22 -0.136
C 0.17 -3.69 0.82 -0.217
C -0.37 -5.00 0.02 -0.076
C -1.98 -5.28 0.10 -0.599
O -2.46 -6.27 -0.70 -0.122
Br -3.34 -4.32 1.21 0.733
C 0.15 -2.27 0.00 -0.359
C 1.68 -1.74 -0.24 -0.053
O -0.78 -1.37 0.64 -0.166
C -0.25 -0.38 1.54 -0.312
C -1.35 -0.20 2.79 -0.131
C -2.90 -0.46 2.36 -0.178
C -3.73 -0.64 3.81 -0.219
N -5.12 -0.06 3.77 -0.120
C -6.17 -1.02 4.30 -0.214
C -6.56 -2.08 3.10 -0.078
C -6.83 -3.65 3.54 -0.031
C -7.18 -4.76 2.37 -0.074
C -7.26 -4.29 0.78 -0.080
C -7.04 -2.72 0.30 -0.002
C -6.70 -1.63 1.51 -0.130
O -6.51 -0.22 1.04 -0.115
C -0.04 1.07 0.74 -0.566
Br -1.72 1.64 -0.27 0.682
C 0.46 2.30 1.73 -0.691
C 0.60 3.63 0.73 -0.213
Br 2.32 1.94 2.41 0.645
P -0.54 -2.40 -1.82 0.798
O -2.07 -2.78 -1.89 -0.358
O 0.50 -3.29 -2.89 -0.225
O -0.47 -0.72 -2.41 -0.270
C 3.43 -4.41 2.73 -0.210
C 4.22 -3.34 1.78 -0.063
F 3.91 -4.49 4.13 -0.085
H 2.18 -0.78 5.72 0.107
H 1.16 0.03 4.32 0.033
H 0.47 -1.45 5.30 0.088
H 3.07 -2.09 4.28 0.099
H 0.18 -2.88 3.68 0.108
H 1.41 -3.77 4.80 0.156
H 1.82 -6.11 4.07 0.137
H 1.35 -6.63 2.23 0.126
H -1.01 -4.69 3.51 0.152
H -2.09 -6.52 2.80 0.023
H -2.06 -7.75 3.95 0.120
H -0.57 -3.53 1.74 0.127
H 0.12 -5.95 0.56 0.135
H 0.03 -5.11 -1.10 0.142
H 2.33 -2.54 -0.83 0.117
H 2.27 -1.46 0.74 0.082
H 1.70 -0.78 -0.96 0.099
H 0.76 -0.59 2.08 0.107
H -1.22 0.80 3.38 0.115
H -1.06 -1.07 3.55 0.099
H -3.43 0.44 1.80 0.089
H -3.12 -1.44 1.77 0.067
H -3.79 -1.80 3.99 0.121
H -3.07 -0.09 4.61 0.115
H -5.16 0.83 4.33 0.109
H -5.69 -1.63 5.20 0.116
H -7.13 -0.49 4.74 0.128
H -6.77 -3.98 4.68 0.096
H -7.34 -5.90 2.62 0.083
H -7.47 -5.08 -0.07 0.084
H -7.10 -2.34 -0.81 0.097
H -7.46 0.12 0.88 0.119
H 0.79 1.00 -0.11 0.100
H -0.32 2.60 2.55 0.106
H 0.83 3.32 -0.39 0.060
H 1.38 4.41 1.12 0.077
H -0.45 4.20 0.68 0.076
H -0.13 -3.69 -3.59 0.113
H -1.24 -0.55 -3.04 0.089
H 3.66 -5.49 2.26 0.161
H 5.37 -3.42 2.06 0.105
H 3.93 -2.22 1.93 0.071
H 4.09 -3.64 0.65 0.092
C -7.06 -12.08 5.23 -0.078
C -5.57 -11.82 5.26 -0.279
O -5.09 -11.39 3.99 -0.267
S -5.35 -9.84 3.55 0.617
C -4.24 -9.82 2.16 -0.119
O -4.83 -8.96 4.57 -0.295
O -6.70 -9.72 3.05 -0.292
H -7.62 -11.15 5.09 0.071
H -7.39 -12.54 6.16 0.080
H -7.33 -12.74 4.39 0.086
H -5.30 -11.10 6.04 0.116
H -5.05 -12.76 5.49 0.123
H -3.22 -9.96 2.53 0.071
H -4.33 -8.85 1.67 0.078
H -4.52 -10.61 1.47 0.076
C 4.31 7.12 -4.17 -0.075
C 3.08 6.95 -3.30 -0.268
O 2.38 5.76 -3.63 -0.262
S 2.96 4.33 -3.09 0.623
C 1.52 3.35 -3.45 -0.121
O 3.11 4.41 -1.65 -0.291
O 4.03 3.91 -3.95 -0.295
H 5.06 6.36 -3.94 0.059
H 4.77 8.10 -4.00 0.086
H 4.06 7.02 -5.23 0.085
H 3.33 6.97 -2.24 0.119
H 2.39 7.78 -3.49 0.107
H 0.69 3.70 -2.83 0.067
H 1.75 2.31 -3.21 0.076
H 1.29 3.45 -4.51 0.076
C 10.57 7.62 -7.30 -0.079
C 9.09 7.95 -7.24 -0.280
O 8.30 6.77 -7.23 -0.268
S 8.17 5.92 -5.85 0.625
C 6.82 4.88 -6.35 -0.118
O 7.71 6.80 -4.80 -0.290
O 9.35 5.10 -5.69 -0.287
H 10.91 7.14 -6.38 0.071
H 11.16 8.53 -7.44 0.080
H 10.78 6.93 -8.12 0.085
H 8.86 8.58 -6.38 0.116
H 8.81 8.51 -8.14 0.123
H 5.94 5.50 -6.51 0.068
H 6.63 4.17 -5.54 0.076
H 7.10 4.35 -7.26 0.076
C -1.66 10.57 -5.07 -0.077
C -0.92 11.83 -5.48 -0.278
O 0.03 12.22 -4.49 -0.266
S 1.44 11.42 -4.40 0.624
C 2.28 12.57 -3.33 -0.122
O 2.08 11.44 -5.69 -0.284
O 1.23 10.19 -3.66 -0.293
H -0.98 9.71 -5.05 0.071
H -2.47 10.35 -5.77 0.081
H -2.07 10.68 -4.06 0.086
H -0.43 11.70 -6.45 0.117
H -1.64 12.65 -5.58 0.124
H 2.40 13.52 -3.86 0.076
H 3.26 12.15 -3.09 0.078
H 1.69 12.70 -2.42 0.076
```

As for the net charge: 0. Its SMILES is CNC[C@@](C[C@H]1CO1)(O[C@H](CC(=O)Br)[C@](C)(O[C@H](CCCNCc1ccccc1O)[C@@H](Br)[C@H](C)Br)P(=O)(O)O)[C@@H](C)F.CCOS(C)(=O)=O.CCOS(C)(=O)=O.CCOS(C)(=O)=O.CCOS(C)(=O)=O. As for the frontier orbital gap: 7.975 eV. The value obtained for the largest force on an atom is 0.1790 Eh/bohr.